# 1
# C34H39N5OTi

A structure of composition C34H39N5OTi at a distorted geometry (the ωB97M-V functional and the def2-TZVPD basis, the Open Molecules 2025 dataset).

```
80
Properties=species:S:1:pos:R:3:forces:R:3
Ti 0.4877 -0.3167 0.2239 0.2 -0.4 2.5
N 1.3536 -3.2156 3.8844 -0.9 -0.7 0.9
N 0.2089 -1.9350 -1.3263 2.3 0.8 2.5
C 1.3221 1.8776 0.1029 0.1 -0.5 0.4
C 2.3516 0.9111 0.4190 -1.0 0.5 0.6
C 2.2130 0.5925 1.8185 2.1 0.6 0.8
C 3.1865 -0.2134 2.6273 2.6 4.7 -0.1
H 4.0419 -0.5008 2.0096 0.0 -0.1 0.2
H 2.6856 -1.2143 2.9593 -0.4 -0.5 -0.3
H 3.5280 0.3068 3.5276 0.2 0.5 0.2
C 1.1485 1.3628 2.3576 -0.1 -0.1 -1.3
C 0.7840 1.3927 3.7997 -0.3 0.0 0.4
H 1.3290 2.2094 4.2984 0.0 -0.1 0.0
H 1.0440 0.4608 4.3239 0.0 0.2 -0.3
H -0.2888 1.5696 3.9562 0.2 0.0 -0.1
C 0.5784 2.1338 1.3083 1.3 -0.6 -0.2
C -0.4072 3.2365 1.4619 -0.6 0.1 0.0
H -1.2238 2.9811 2.1525 0.2 0.0 -0.1
H -0.8579 3.4924 0.4953 0.0 0.0 0.1
H 0.0737 4.1554 1.8399 0.0 -0.2 0.0
C 3.4375 0.4490 -0.4943 0.1 -0.1 -0.2
H 4.3242 1.1028 -0.4557 -0.1 -0.1 0.0
H 3.0929 0.4395 -1.5368 0.1 -0.1 0.1
H 3.7608 -0.5678 -0.2394 0.0 0.1 -0.1
C 1.2047 2.6380 -1.1754 -0.2 0.2 -0.3
H 0.1465 2.7842 -1.4325 0.2 0.1 -0.1
H 1.6695 2.0844 -2.0002 -0.1 0.1 0.0
H 1.6803 3.6358 -1.1433 -0.1 -0.2 0.1
C 0.5654 -4.0969 4.5215 -0.9 0.3 -1.2
H 0.8638 -4.4079 5.5210 0.1 0.0 0.0
C -0.6149 -4.6153 3.9615 0.2 -0.1 0.3
H -1.2420 -5.2895 4.5448 0.1 0.1 -0.1
C -0.9457 -4.3006 2.6232 1.0 0.9 -1.0
H -1.7777 -4.7753 2.0987 0.1 0.0 0.3
C -0.1423 -3.3854 1.9274 0.3 -0.6 1.2
H -0.1821 -3.0766 0.8612 -0.6 -0.5 0.9
C 0.9627 -2.7786 2.6538 0.8 -0.9 -1.0
C 1.8047 -1.7331 2.1230 -4.1 -5.0 -4.2
H 2.2758 -2.2357 1.1680 -0.1 1.2 1.5
C -0.0497 -0.7284 -1.8850 0.0 -3.3 0.3
C 1.0158 -2.7579 -2.1553 -2.1 0.9 0.3
H 1.4788 -3.7016 -1.8017 -0.5 0.9 -0.5
C 0.9066 -2.1593 -3.3665 0.1 -1.2 -0.1
H 1.2499 -2.5807 -4.2941 -0.3 0.2 -0.1
N 0.1793 -0.9729 -3.2166 1.1 -0.5 0.2
C 0.0913 0.1036 -4.0740 0.7 0.8 0.2
C 1.2258 0.4481 -4.8275 -1.3 0.5 0.1
C 1.1199 1.6265 -5.5551 -0.5 0.1 0.0
H 1.9345 1.9240 -6.2126 -0.1 0.1 0.1
C -0.0201 2.4311 -5.4495 -0.1 0.0 0.0
C -0.1765 3.6245 -6.3433 0.0 0.3 -0.2
H -0.7101 4.4273 -5.8123 0.2 -0.1 -0.3
H -0.7654 3.3673 -7.2421 0.2 0.1 0.3
H 0.8079 3.9867 -6.6741 -0.3 0.1 0.0
C -1.0531 2.1251 -4.5494 0.5 -0.1 -0.4
H -1.8948 2.8045 -4.4385 0.1 0.0 0.0
C -1.0119 0.9480 -3.8237 0.7 -0.3 -0.7
C -2.0543 0.5550 -2.8328 -1.3 0.6 0.2
H -2.2752 -0.5165 -2.8493 0.1 0.2 0.1
H -2.9827 1.0884 -3.0595 -0.1 0.0 -0.2
H -1.8075 0.8214 -1.7948 0.1 -0.2 -0.6
C 2.4923 -0.3362 -4.7639 0.6 -0.1 -0.6
H 2.3391 -1.4071 -4.9159 0.3 0.6 -0.1
H 3.0311 -0.2027 -3.8138 -0.3 -0.1 -0.1
H 3.1480 0.0104 -5.5627 0.2 0.1 0.0
N -4.9688 -1.0376 4.9845 -0.5 -0.4 0.8
C -5.0035 -0.4601 3.7293 3.0 0.2 -1.4
O -6.0626 -0.1930 3.1849 -1.5 0.4 -0.1
C -3.6856 -0.2751 3.0383 -2.6 -0.5 1.1
C -3.5998 0.3924 1.8035 0.7 0.8 -1.5
C -2.4048 0.4518 1.0925 -1.4 -0.5 0.6
N -1.3148 -0.2862 1.4580 0.6 0.6 -0.2
C -1.3768 -0.8356 2.6992 -0.7 -0.5 0.9
C -2.5146 -0.8875 3.4839 1.7 -0.1 -0.1
H -5.8521 -1.0509 5.4778 0.2 0.1 -0.2
H -4.1425 -1.0469 5.5598 0.0 0.2 -0.3
H -4.4786 0.8509 1.3568 0.1 0.1 0.3
H -2.2959 1.0745 0.1988 -0.2 -0.4 0.2
H -0.4874 -1.3275 3.0671 -0.2 0.4 -0.2
H -2.4745 -1.4556 4.4130 0.2 0.2 -0.2
```
Forces are in eV/Å.

Values from the calculation:
2S+1: 3
Charge: -2
HOMO level (alpha / beta), eV: 1.522 / 1.857
Frontier orbital gap (alpha / beta), Eh: 0.09202 / 0.07974
⟨S²⟩: 2.056



# 2
# C34H40AsIrN12OS

A structure of composition C34H40AsIrN12OS (the ωB97M-V functional and the def2-TZVPD basis, the Open Molecules 2025 dataset).

```
90
Properties=species:S:1:pos:R:3:forces:R:3
Ir -0.7464 1.0050 0.0542 0.1 -0.1 0.0
C -1.4416 4.2102 2.8237 0.0 0.0 0.0
C -1.4220 3.2613 1.6914 0.0 0.0 -0.1
N -0.5788 2.2199 1.6281 -0.1 0.0 -0.1
N 0.2053 1.9933 2.6503 0.1 0.0 0.1
C 0.9585 0.8365 2.5334 0.0 0.0 0.0
N 1.7101 0.5763 3.5804 0.0 0.0 0.0
S 0.9457 -0.1776 1.1608 0.0 0.0 -0.1
C -2.3422 3.3481 0.5611 0.1 0.0 0.0
C -3.3092 4.3388 0.4687 0.0 0.0 0.0
C -4.1444 4.3784 -0.6434 0.0 0.0 0.0
C -3.9802 3.4294 -1.6328 0.0 0.0 0.0
C -2.9984 2.4505 -1.4825 0.0 0.0 0.0
N -2.2092 2.3980 -0.4182 0.0 0.1 0.0
H -0.5220 4.1575 3.3980 0.0 0.0 0.0
H -2.2727 3.9653 3.4956 0.0 0.0 0.0
H -1.5976 5.2295 2.4726 0.0 0.0 0.0
H 1.7107 1.2050 4.3729 0.0 0.0 0.0
H 2.2837 -0.2552 3.6240 0.0 0.0 0.0
H -3.4121 5.0756 1.2525 0.0 0.0 0.0
H -4.9038 5.1441 -0.7290 0.0 0.0 0.0
H -4.6008 3.4258 -2.5186 0.0 0.0 0.0
H -2.8462 1.6882 -2.2348 0.0 0.0 0.0
C -2.6620 -3.0337 3.2727 0.0 0.0 0.0
N -2.7085 -1.7489 2.5307 -0.1 0.0 0.0
C -2.0211 -1.4102 1.4549 0.1 0.1 0.1
N -2.1697 -0.1032 1.2264 0.0 -0.1 0.0
C -3.0136 0.2978 2.2274 0.0 0.0 0.0
N -3.3536 -0.6744 3.0271 0.1 0.0 0.0
C -1.2429 -3.2864 3.7228 0.0 0.0 0.0
C -0.8380 -3.1116 5.0393 0.0 0.0 0.0
C 0.5084 -3.2440 5.3742 0.0 0.0 0.0
C 1.4617 -3.4868 4.3970 0.0 0.0 0.0
C 1.0543 -3.6549 3.0743 0.0 0.0 0.0
C -0.2964 -3.6086 2.7609 0.0 0.0 0.0
C 2.0153 -3.8065 1.9825 0.0 0.0 0.0
N 3.2980 -3.8590 2.0039 0.0 0.0 0.0
N 3.7144 -3.8927 0.6757 0.0 0.0 0.1
C 2.6490 -3.8561 -0.0413 0.0 0.0 0.0
O 1.5196 -3.7935 0.7150 0.0 0.0 0.0
C 2.4984 -3.7747 -1.4933 0.0 0.0 0.0
C 3.5985 -3.9121 -2.3375 0.0 0.0 0.0
C 3.4290 -3.7473 -3.7024 0.0 0.0 0.0
C 2.1839 -3.4080 -4.2266 0.0 0.0 0.0
C 1.0881 -3.2707 -3.3846 0.0 0.0 -0.1
C -0.2611 -2.8530 -3.9286 0.0 0.0 -0.1
N -0.8828 -1.8709 -3.0162 0.1 0.0 0.0
C -0.2598 -0.9210 -2.3427 0.0 0.0 0.1
N -1.1145 -0.3454 -1.4983 -0.1 -0.1 0.0
C -2.2913 -1.0190 -1.7276 0.0 0.1 -0.1
N -2.1743 -1.9412 -2.6421 0.0 -0.1 0.0
C 1.2479 -3.4884 -2.0228 0.0 0.0 0.0
H -3.0312 -3.8167 2.6117 0.0 0.0 0.0
H -3.3551 -2.9163 4.1008 0.0 0.0 0.0
H -1.4070 -2.0795 0.8800 0.0 0.0 0.0
H -3.3946 1.2991 2.3478 0.0 0.0 0.0
H -1.5654 -2.8818 5.8081 0.0 0.0 0.0
H 0.8140 -3.1422 6.4069 0.0 0.0 0.0
H 2.5122 -3.5633 4.6474 0.0 0.0 0.0
H -0.5998 -3.8329 1.7460 0.0 0.0 0.0
H 4.5684 -4.1455 -1.9185 0.0 0.0 0.0
H 4.2743 -3.8656 -4.3663 0.0 0.0 0.0
H 2.0744 -3.2535 -5.2934 0.0 0.0 0.0
H -0.9735 -3.6732 -4.0045 0.0 0.0 0.0
H -0.1604 -2.3975 -4.9128 0.0 0.0 0.0
H 0.7873 -0.7059 -2.4404 0.0 0.0 0.0
H -3.2125 -0.8213 -1.2052 0.0 0.0 0.0
H 0.3980 -3.4195 -1.3536 0.0 0.0 0.0
C 0.3650 1.8914 -4.0367 0.0 0.0 0.0
C 0.4905 2.9332 -2.9303 0.0 -0.1 0.0
As 0.9983 2.2522 -1.1792 0.0 0.0 0.0
C 1.5343 3.8755 -0.2366 0.0 0.0 0.0
C 0.6536 5.0974 -0.4767 0.0 0.0 0.0
C 2.7768 1.4499 -1.3502 0.0 0.0 0.0
C 2.9846 -0.0053 -1.7466 0.0 0.0 -0.1
H 0.2468 2.3882 -4.9989 0.0 0.0 0.0
H -0.5065 1.2514 -3.8938 0.0 0.0 0.0
H 1.2543 1.2631 -4.1088 0.0 0.0 0.0
H -0.4406 3.4886 -2.8029 0.0 0.0 0.0
H 1.2629 3.6655 -3.1754 0.0 0.0 0.0
H 2.5488 4.0734 -0.5889 0.0 0.0 0.0
H 1.6230 3.6344 0.8243 0.0 0.0 0.0
H 0.7070 5.4308 -1.5123 0.0 0.0 0.0
H 0.9911 5.9267 0.1441 0.0 0.0 0.0
H -0.3980 4.9178 -0.2495 0.0 0.0 0.0
H 3.2266 1.6404 -0.3728 0.0 0.0 0.0
H 3.2813 2.1173 -2.0537 0.0 0.0 0.0
H 2.4071 -0.7042 -1.1386 0.0 0.0 0.0
H 4.0329 -0.2651 -1.5989 0.0 0.0 0.0
H 2.7673 -0.1861 -2.8005 0.0 0.0 0.0
```
Forces are in eV/Å.

Values from the calculation:
2S+1: 2
Charge: +3
HOMO level (alpha / beta), eV: -15.326 / -15.325
Frontier orbital gap (alpha / beta), Eh: 0.20319 / 0.12754
⟨S²⟩: 0.782



Total energy across the listed records, respectively: -2517.214871, -4789.400251 a.u..